Density functional theory data (ωB97M-V/def2-TZVPD) for 2 unconnected molecules or ions with the total composition C25H42Cl2I2N2O2P3S.

Last column: Löwdin charge in e.
Positions of all 79 atoms, in Å:
C  -3.189  -1.758  2.371  -0.12
C  -1.641  -1.555  2.206  -0.26
C  -1.328  -0.069  1.676  -0.20
C  -0.624  -0.220  0.289  -0.32
C  -1.736  -0.881  -0.639  -0.06
C  0.134  1.002  -0.349  -0.37
P  1.207  1.569  1.126  0.84
O  2.252  2.617  0.800  -0.42
C  1.268  0.618  -1.426  -0.35
C  2.537  -0.052  -0.741  -0.07
C  0.891  -0.431  -2.550  -0.65
I  2.114  -0.350  -4.363  0.90
C  0.861  -1.976  -2.160  -0.72
C  -0.374  -2.628  -2.934  -0.19
I  2.556  -3.153  -2.978  0.76
N  1.508  1.996  -1.984  -0.01
N  2.507  2.474  -2.783  0.08
C  3.745  2.535  -2.342  -0.23
C  4.391  3.604  -1.437  -0.02
C  4.792  1.491  -2.888  -0.06
C  0.565  2.897  -1.774  -0.23
C  0.454  4.332  -2.320  -0.18
C  1.634  5.321  -2.081  -0.09
C  -0.598  2.278  -0.881  -0.56
P  -1.975  2.098  -2.201  0.42
S  -1.334  1.945  -4.031  0.24
P  -1.379  3.612  0.241  0.92
C  -0.039  4.704  1.030  -0.24
O  -2.117  2.922  1.618  -0.33
H  -3.504  -1.063  3.194  0.09
H  -3.483  -2.779  2.737  0.00
H  -3.786  -1.477  1.476  0.07
H  -1.202  -1.667  3.231  0.11
H  -1.140  -2.329  1.588  0.03
H  -2.342  0.387  1.561  0.10
H  -0.791  0.410  2.514  0.08
H  0.147  -1.025  0.427  0.11
H  -2.763  -0.630  -0.274  0.08
H  -1.654  -1.984  -0.499  0.08
H  -1.697  -0.570  -1.700  0.04
H  0.268  2.156  2.037  0.01
H  1.734  0.421  1.793  0.06
H  3.276  0.712  -0.388  0.09
H  3.114  -0.600  -1.528  0.03
H  2.261  -0.786  0.040  0.08
H  -0.120  -0.165  -2.932  -0.01
H  0.884  -2.224  -1.084  0.06
H  -0.745  -1.985  -3.762  0.08
H  -0.095  -3.599  -3.406  0.03
H  -1.230  -2.858  -2.267  0.06
H  3.768  3.959  -0.595  0.06
H  4.574  4.495  -2.100  0.12
H  5.396  3.290  -1.074  0.10
H  4.870  0.597  -2.239  0.09
H  4.614  1.257  -3.960  0.04
H  5.807  1.971  -2.867  0.09
H  0.352  4.217  -3.431  0.11
H  -0.496  4.837  -2.016  0.10
H  2.106  5.322  -1.081  0.06
H  1.272  6.362  -2.272  0.10
H  2.430  5.133  -2.837  0.07
H  -2.914  1.082  -1.879  -0.01
H  -2.720  3.323  -2.140  -0.02
H  -0.426  5.752  1.069  0.06
H  0.905  4.717  0.452  0.01
H  0.176  4.331  2.056  0.04
H  -1.592  3.127  2.405  0.03
Cl  -1.302  -4.793  2.115  0.73
C  -2.090  -5.721  3.338  -0.67
C  -3.474  -5.805  3.411  -0.67
Cl  -4.501  -4.997  2.277  0.71
C  -4.070  -6.557  4.417  -0.10
C  -3.285  -7.225  5.346  -0.07
C  -1.900  -7.144  5.270  -0.07
C  -1.304  -6.392  4.268  -0.11
H  -5.148  -6.624  4.479  0.11
H  -3.753  -7.808  6.129  0.11
H  -1.284  -7.666  5.992  0.11
H  -0.225  -6.330  4.212  0.11

Output
- multiplicity = 1
- net charge = +1
- lowest unoccupied orbital energy (eV) = -3.72
- HOMO-LUMO gap (Eh) = 0.242

=====

Density functional theory data (ωB97M-V/def2-TZVPD) for a molecular structure, C35H41BrCoF3N5O4S3Si.

Last column: Mulliken spin population.
Positions of all 94 atoms, in Å:
Co  -1.886  1.348  -1.342  0.95
C  -3.504  3.153  -4.747  0.00
C  -3.182  2.638  -3.385  -0.01
N  -2.295  1.744  -3.135  -0.03
N  -1.555  1.137  -4.104  0.00
C  -0.674  0.352  -3.485  0.01
O  -0.543  0.225  -2.233  0.01
C  0.254  -0.420  -4.366  0.00
C  -0.059  -0.680  -5.696  0.00
C  0.814  -1.416  -6.485  0.00
C  2.006  -1.887  -5.951  0.00
C  2.324  -1.621  -4.625  0.00
C  1.448  -0.892  -3.833  0.00
C  -3.861  3.118  -2.169  0.01
C  -4.873  4.062  -2.168  0.00
C  -5.473  4.395  -0.959  0.00
C  -5.058  3.766  0.199  0.00
C  -4.030  2.832  0.121  0.00
N  -3.438  2.543  -1.026  0.00
H  -2.927  2.596  -5.481  0.00
H  -3.249  4.214  -4.824  0.00
H  -4.569  3.046  -4.969  0.00
H  -0.990  -0.301  -6.093  0.00
H  0.562  -1.626  -7.518  0.00
H  2.686  -2.463  -6.568  0.00
H  3.254  -1.986  -4.206  0.00
H  1.670  -0.674  -2.796  0.00
H  -5.182  4.525  -3.095  0.00
H  -6.265  5.133  -0.931  0.00
H  -5.514  3.980  1.155  0.00
H  -3.669  2.289  0.985  0.00
S  -0.424  3.468  -1.026  0.07
C  -0.533  3.566  0.697  -0.01
C  -0.239  4.772  1.347  -0.01
C  -0.247  4.905  2.729  0.01
C  0.075  6.170  3.321  0.00
N  0.342  7.187  3.792  0.00
C  -0.572  3.793  3.522  0.00
C  -0.897  2.593  2.898  0.00
C  -0.899  2.445  1.508  0.02
S  -1.325  0.901  0.836  -0.02
C  -0.583  3.878  4.953  0.00
N  -0.599  3.935  6.103  0.00
H  0.018  5.629  0.737  0.00
H  -1.166  1.739  3.507  0.00
F  -4.809  -3.001  -1.945  0.00
C  -5.390  -2.119  -1.113  0.00
F  -6.194  -2.824  -0.291  0.00
F  -6.188  -1.334  -1.862  0.00
S  -4.148  -1.134  -0.167  0.01
O  -3.354  -2.155  0.471  0.00
O  -4.984  -0.326  0.691  0.00
O  -3.494  -0.414  -1.249  0.01
C  5.203  -1.440  0.607  0.00
C  4.080  -2.457  0.871  0.00
C  3.841  -3.172  -0.467  0.00
C  4.613  -3.475  1.890  0.00
Si  2.427  -1.620  1.454  0.00
Br  2.166  0.106  0.047  0.00
C  2.564  -0.828  3.200  0.00
C  1.438  0.200  3.420  0.00
C  2.486  -1.884  4.314  0.00
C  3.893  -0.076  3.351  0.00
C  0.898  -2.766  1.256  0.00
C  -0.316  -2.234  2.035  0.00
C  0.453  -2.841  -0.214  0.00
C  1.182  -4.188  1.772  0.00
H  6.038  -1.960  0.121  0.00
H  5.586  -0.990  1.521  0.00
H  4.877  -0.637  -0.054  0.00
H  4.790  -3.593  -0.821  0.00
H  3.481  -2.474  -1.226  0.00
H  3.124  -3.989  -0.395  0.00
H  5.480  -3.995  1.463  0.00
H  3.877  -4.231  2.163  0.00
H  4.949  -2.984  2.805  0.00
H  0.456  -0.259  3.497  0.00
H  1.389  0.939  2.619  0.00
H  1.631  0.736  4.357  0.00
H  1.539  -2.423  4.302  0.00
H  2.567  -1.385  5.287  0.00
H  3.293  -2.617  4.252  0.00
H  4.055  0.634  2.537  0.00
H  4.746  -0.756  3.396  0.00
H  3.876  0.490  4.290  0.00
H  -0.590  -1.223  1.734  0.00
H  -0.162  -2.259  3.115  0.00
H  -1.180  -2.866  1.807  0.00
H  0.074  -1.881  -0.567  0.00
H  -0.369  -3.562  -0.291  0.00
H  1.243  -3.163  -0.892  0.00
H  1.514  -4.194  2.814  0.00
H  1.927  -4.720  1.178  0.00
H  0.252  -4.764  1.721  0.00

Output
- multiplicity = 2
- net charge = -2
- lowest unoccupied orbital energy (alpha / beta) (eV) = 3.96 / 3.96
- energy relative to the best compared isomer or geometry (same formula, charge and spin) (kcal/mol) = 2.8
- HOMO-LUMO gap (alpha / beta) (Eh) = 0.209 / 0.209

=====

Density functional theory data (ωB97M-V/def2-TZVPD) for 2 unconnected molecules or ions with the total composition C5H13NOP.

Last column: natural (NBO) charge in e.
Positions of all 21 atoms, in Å:
C  -1.904  -1.064  0.019  -0.41
C  -2.660  0.209  0.703  -0.41
C  -0.410  -1.008  0.259  -0.11
C  -1.915  1.511  0.370  -0.72
C  3.299  -1.552  0.411  0.15
N  3.098  -0.317  0.393  -0.58
O  0.068  0.053  -0.532  -0.83
P  -0.014  1.432  0.245  0.79
H  -2.276  -1.977  0.436  0.22
H  -2.034  -1.055  -1.023  0.22
H  -3.574  0.414  0.227  0.23
H  -2.742  0.126  1.815  0.22
H  -0.060  -0.956  1.298  0.17
H  -0.126  -1.948  -0.205  0.19
H  -2.261  2.062  -0.597  0.25
H  -1.995  2.206  1.253  0.24
H  3.809  -1.987  -0.479  0.24
H  2.858  -2.160  1.212  0.24
H  3.483  0.182  -0.492  0.46
H  2.379  0.141  0.957  0.46
H  0.605  2.165  -0.902  -0.03

Output
- multiplicity = 1
- net charge = +1
- lowest unoccupied orbital energy (eV) = -5.35
- energy relative to the best compared isomer or geometry (same formula, charge and spin) (kcal/mol) = 44.8
- HOMO-LUMO gap (Eh) = 0.229

=====

Density functional theory data (ωB97M-V/def2-TZVPD) for 12 unconnected molecules or ions with the total composition H24O12.

Last column: natural (NBO) charge in e.
Positions of all 36 atoms, in Å:
O  0.339  2.365  -2.757  -0.95
H  0.006  1.462  -2.898  0.46
H  0.737  2.271  -1.970  0.48
O  2.727  -0.859  -0.997  -1.03
H  3.041  -0.165  -1.791  0.51
H  1.686  -1.064  -0.930  0.51
O  -2.666  0.276  1.384  -0.90
H  -2.997  -0.205  1.898  0.44
H  -3.318  0.926  1.118  0.48
O  -1.171  2.720  1.161  -0.93
H  -1.369  1.746  1.277  0.47
H  -2.070  3.019  0.993  0.45
O  2.205  1.217  1.633  -0.96
H  1.475  0.749  1.357  0.48
H  3.000  0.658  1.625  0.49
O  -2.645  -2.149  -0.338  -0.97
H  -2.373  -1.227  0.052  0.50
H  -2.065  -2.845  -0.091  0.47
O  -1.376  -2.853  -2.875  -0.96
H  -0.817  -3.568  -2.595  0.47
H  -1.420  -2.387  -1.900  0.47
O  1.968  -2.618  1.591  -0.97
H  1.082  -2.969  1.481  0.47
H  2.368  -2.209  0.724  0.50
O  0.323  -0.186  0.253  -1.01
H  -0.012  -0.330  1.144  0.51
H  -0.241  -0.066  -0.469  0.51
O  -1.058  0.003  -2.116  -0.99
H  -1.822  0.763  -2.203  0.50
H  -1.469  -0.650  -2.701  0.51
O  0.130  -0.219  3.637  -0.98
H  -0.628  0.372  3.541  0.48
H  1.007  0.263  3.756  0.51
O  2.215  2.760  -0.741  -1.03
H  3.048  2.911  -1.277  0.49
H  2.157  2.086  0.026  0.52

Output
- multiplicity = 1
- SMILES = O.O.O.O.O.O.O.O.O.O.O.O
- lowest unoccupied orbital energy (eV) = -0.55
- energy relative to the best compared isomer or geometry (same formula, charge and spin) (kcal/mol) = 128.7
- HOMO-LUMO gap (Eh) = 0.362

=====

Density functional theory data (ωB97M-V/def2-TZVPD) for a molecular structure, C17H20N3O3PdS.

Last column: natural (NBO) charge in e.
Positions of all 45 atoms, in Å:
Pd  4.786  -13.698  -4.486  0.44
C  2.284  -15.055  -7.545  -0.72
C  2.643  -14.017  -6.544  0.55
O  3.779  -13.436  -6.587  -0.63
C  1.651  -13.701  -5.500  -0.30
C  0.408  -14.316  -5.486  -0.14
C  -0.495  -14.113  -4.431  -0.33
C  -0.148  -13.273  -3.377  -0.20
C  1.085  -12.634  -3.340  -0.28
C  2.000  -12.790  -4.401  0.40
O  3.141  -12.125  -4.357  -0.80
H  3.084  -15.130  -8.296  0.23
H  1.304  -14.826  -8.022  0.22
H  2.154  -16.061  -7.082  0.24
H  0.150  -14.991  -6.295  0.20
H  -1.444  -14.653  -4.443  0.20
H  -0.867  -13.128  -2.555  0.19
H  1.385  -11.983  -2.515  0.20
N  5.584  -11.164  -5.472  -0.67
N  5.461  -10.324  -4.364  -0.41
C  5.676  -10.691  -3.082  0.29
N  5.538  -9.723  -2.145  -0.82
S  6.191  -12.262  -2.645  -0.31
H  6.079  -11.980  -5.115  0.38
H  4.669  -11.451  -5.849  0.41
H  5.198  -9.350  -4.568  0.37
H  4.815  -9.010  -2.307  0.37
H  5.634  -10.028  -1.175  0.41
C  5.962  -15.628  -6.438  -0.67
C  5.401  -15.684  -5.042  0.30
O  6.146  -15.244  -4.006  -0.65
C  4.183  -16.474  -4.724  -0.09
C  3.346  -16.114  -3.649  -0.19
C  2.205  -16.846  -3.360  -0.16
C  1.910  -17.997  -4.094  -0.26
C  2.744  -18.360  -5.153  -0.23
C  3.875  -17.605  -5.480  -0.23
H  6.589  -14.735  -6.560  0.24
H  5.176  -15.635  -7.209  0.22
H  6.580  -16.525  -6.645  0.19
H  3.634  -15.261  -3.028  0.24
H  1.540  -16.481  -2.567  0.21
H  1.009  -18.590  -3.891  0.20
H  2.487  -19.217  -5.775  0.20
H  4.486  -17.896  -6.333  0.21

Output
- multiplicity = 1
- net charge = -1
- lowest unoccupied orbital energy (alpha / beta) (eV) = 3.01 / 3.01
- HOMO-LUMO gap (alpha / beta) (Eh) = 0.220 / 0.220

=====

Question: What is the multiplicity in the fourth record?
Answer: 1